1.
ORCA calculation (ωB97M-V/def2-TZVPD) on a molecular structure, C25H18CaCl7N2O4PS2.

Summary:
- frontier orbital gap (eV) = 5.17
- largest force on an atom (Eh/bohr) = 0.0150
- relative energy (zero: lowest compared OMol25 entry of this formula, charge and spin) (kcal per mole) = 22.2
- LUMO level (eV) = 3.946
- total charge = -2
- electronic energy (eV) = -174448.5889

Element x y z (Å)
Ca -0.11 0.53 0.16
Cl -4.68 -1.78 0.54
C -3.13 -2.58 0.46
C -3.09 -3.96 0.68
C -1.92 -4.65 0.63
Cl -1.92 -6.38 0.89
C -0.70 -3.97 0.36
C 0.56 -4.60 0.29
C 1.68 -3.86 0.03
C 1.54 -2.48 -0.16
N 0.38 -1.86 -0.11
C -0.75 -2.58 0.16
C -1.99 -1.82 0.20
O -1.99 -0.56 -0.01
H -4.02 -4.49 0.88
H 0.63 -5.67 0.44
H 2.66 -4.32 -0.03
H 2.41 -1.86 -0.37
S 0.18 0.18 2.80
C -0.21 1.77 3.49
C -0.16 1.88 4.89
C -0.43 3.05 5.56
C -0.77 4.19 4.84
C -0.82 4.11 3.46
C -0.55 2.93 2.76
S -0.71 3.02 0.98
H 0.11 0.99 5.44
H -0.38 3.08 6.65
H -0.98 5.13 5.34
H -1.08 4.99 2.88
Cl 4.07 0.95 1.77
C 4.22 0.32 0.16
C 3.33 0.90 -0.87
C 3.07 -0.02 -1.99
Cl 1.48 0.05 -2.72
C 3.92 -1.06 -2.25
Cl 3.61 -2.09 -3.64
C 4.99 -1.37 -1.41
Cl 6.37 -2.27 -1.99
C 5.03 -0.71 -0.15
Cl 6.13 -1.34 1.07
C -0.59 3.07 -3.47
O -1.35 1.89 -3.70
P -1.84 1.13 -2.34
O -3.19 1.97 -2.06
C -3.84 1.89 -0.79
O -2.51 -0.17 -3.04
C -1.65 -1.27 -3.32
H -0.35 3.49 -4.45
H 0.35 2.84 -2.95
H -1.15 3.80 -2.89
H -4.54 2.73 -0.77
H -3.13 1.99 0.03
H -4.37 0.95 -0.71
H -2.29 -2.11 -3.58
H -1.05 -1.54 -2.45
H -0.99 -1.04 -4.15
N 2.29 3.22 -0.64
C 2.79 2.11 -0.75
H 1.43 3.24 -0.06

Atomic partial charges in e from the Mulliken method, atoms 1 to 8: 0.65, -0.29, 0.47, -0.65, 0.76, -0.32, 0.07, -1.00

***

2.
ORCA calculation (ωB97M-V/def2-TZVPD) on 3 unconnected molecules or ions with the total composition C21H53N3O6P3S.

Summary:
- frontier orbital gap (eV) = 6.34
- largest force on an atom (Eh/bohr) = 0.0530
- LUMO level (eV) = -3.119
- total charge = +1
- electronic energy (eV) = -78087.1127

Element x y z (Å)
C 3.97 -0.35 -4.75
C 3.75 -1.84 -4.46
C 2.59 -2.43 -5.25
C 1.27 -1.68 -5.10
O 0.81 -1.41 -6.44
C -0.27 -0.49 -6.37
C -1.48 -0.99 -5.61
N -1.15 -1.70 -4.29
P -2.66 -2.71 -3.90
S -2.95 -3.13 -2.06
P -1.05 -0.38 -3.08
O -0.25 0.74 -3.52
O -2.55 0.09 -2.90
O -0.59 -0.92 -1.70
C 0.13 -2.53 -4.48
C 0.57 -3.28 -3.24
O 1.49 -2.51 -2.52
C 1.96 -3.17 -1.36
P -0.17 -3.89 -5.78
O -0.65 -5.11 -5.13
H 3.29 0.22 -4.12
H 3.73 -0.11 -5.78
H 4.96 -0.03 -4.47
H 3.71 -2.03 -3.40
H 4.64 -2.35 -4.82
H 2.53 -3.49 -5.00
H 2.88 -2.39 -6.29
H 1.45 -0.77 -4.55
H -0.60 -0.30 -7.38
H 0.10 0.46 -5.98
H -2.11 -0.13 -5.43
H -2.09 -1.65 -6.22
H -2.64 -3.86 -4.72
H -3.67 -1.86 -4.38
H -2.62 0.92 -3.41
H -0.56 -0.14 -1.11
H 1.06 -4.20 -3.58
H -0.25 -3.61 -2.60
H 3.02 -3.00 -1.27
H 1.80 -4.25 -1.39
H 1.49 -2.78 -0.45
H 1.02 -4.13 -6.47
H -1.13 -3.45 -6.71
C -0.08 5.81 3.13
C -0.60 5.19 1.84
N 0.44 4.53 1.07
C 0.04 4.21 -0.28
C -1.11 3.21 -0.48
C 1.19 3.50 1.77
C 0.40 2.33 2.37
H 0.76 6.47 2.94
H -0.87 6.39 3.61
H 0.24 5.05 3.85
H -1.02 6.00 1.23
H -1.44 4.52 2.08
H 0.91 3.87 -0.84
H -0.26 5.15 -0.77
H -0.78 2.19 -0.27
H -1.44 3.23 -1.52
H -1.97 3.43 0.14
H 1.75 3.98 2.57
H 1.95 3.11 1.09
H -0.47 2.66 2.93
H 1.05 1.78 3.07
H 0.08 1.61 1.61
C -2.30 -0.78 8.90
C -1.16 -1.12 7.95
N -1.49 -0.89 6.55
C -0.54 -1.49 5.63
C 0.90 -0.96 5.63
C -1.94 0.44 6.22
C -1.02 1.62 6.55
H -3.21 -1.31 8.61
H -2.04 -1.09 9.91
H -2.51 0.29 8.92
H -0.92 -2.18 8.07
H -0.26 -0.56 8.26
H -0.95 -1.41 4.62
H -0.50 -2.56 5.84
H 0.97 0.03 5.17
H 1.54 -1.63 5.05
H 1.32 -0.90 6.64
H -2.90 0.61 6.73
H -2.19 0.47 5.16
H -0.62 1.57 7.56
H -1.58 2.55 6.48
H -0.19 1.70 5.85

Atomic partial charges in e from the Mulliken method, atoms 1 to 8: -1.25, -0.40, -1.34, 0.50, -0.50, -0.77, -0.91, 0.79

***

3.
ORCA calculation (ωB97M-V/def2-TZVPD) on a molecular structure, C43H85FIN7O5S3.

Summary:
- frontier orbital gap (eV) = 7.41
- largest force on an atom (Eh/bohr) = 0.0532
- LUMO level (eV) = -0.704
- electronic energy (eV) = -109957.4897

Element x y z (Å)
C 7.04 3.85 -0.84
C 5.70 3.93 -1.65
C 5.53 2.61 -2.50
C 4.09 2.02 -2.46
C 3.51 1.64 -3.88
C 3.70 0.10 -4.12
C 2.80 -0.45 -5.26
C 2.54 -2.00 -5.16
C 3.80 -2.89 -5.44
C 4.00 -4.07 -4.43
C 3.86 -3.65 -2.96
C 2.92 -4.16 -2.10
F 2.06 -5.12 -2.56
C 2.79 -3.71 -0.71
C 1.73 -4.28 0.24
C 2.23 -5.55 1.06
C 3.76 -5.58 1.33
I 1.29 -5.30 3.04
C 3.66 -2.73 -0.24
C 3.56 -2.15 1.21
C 2.80 -0.76 1.07
C 1.35 -0.79 1.69
S 0.04 -1.25 0.52
C -0.80 0.24 -0.01
S 0.01 1.67 -0.03
N -2.16 0.04 -0.41
C -3.02 1.17 -0.05
C -3.36 2.14 -1.24
O -2.31 2.14 -2.20
C -2.38 0.86 -2.83
C -2.26 -0.34 -1.82
C 4.70 -2.18 -1.07
N 5.65 -1.26 -0.80
S 6.53 -1.12 -2.18
N 5.77 -2.15 -3.22
C 4.80 -2.66 -2.45
H 7.93 3.95 -1.48
H 7.10 4.66 -0.08
H 7.12 2.90 -0.27
H 5.82 4.79 -2.33
H 4.90 4.05 -0.90
H 5.90 2.80 -3.53
H 6.27 1.90 -2.06
H 4.08 1.11 -1.82
H 3.42 2.76 -1.98
H 4.09 2.23 -4.62
H 2.43 1.91 -3.87
H 3.46 -0.40 -3.16
H 4.75 -0.02 -4.44
H 1.80 0.02 -5.14
H 3.21 -0.26 -6.27
H 1.81 -2.21 -5.98
H 2.02 -2.24 -4.21
H 4.70 -2.25 -5.56
H 3.64 -3.37 -6.43
H 5.05 -4.41 -4.54
H 3.38 -4.95 -4.66
H 0.84 -4.56 -0.35
H 1.50 -3.51 0.99
H 1.82 -6.50 0.68
H 4.02 -4.79 2.05
H 3.97 -6.54 1.86
H 4.38 -5.55 0.42
H 3.05 -2.84 1.89
H 4.59 -1.90 1.52
H 2.72 -0.52 -0.01
H 3.39 0.05 1.53
H 1.13 0.16 2.22
H 1.35 -1.58 2.47
H -2.63 1.69 0.84
H -4.00 0.74 0.27
H -3.56 3.14 -0.80
H -4.31 1.78 -1.71
H -3.37 0.77 -3.33
H -1.61 0.81 -3.62
H -1.38 -0.96 -2.13
H -3.14 -1.01 -1.93
C -1.50 -10.66 1.44
C -0.30 -9.99 0.79
C 1.01 -10.13 1.59
O 1.09 -9.32 2.75
C 0.37 -9.79 3.87
N -0.62 -8.58 0.54
H -1.92 -10.07 2.26
H -2.30 -10.79 0.71
H -1.24 -11.65 1.83
H -0.14 -10.48 -0.17
H 1.83 -9.82 0.95
H 1.20 -11.18 1.85
H 0.38 -10.88 3.93
H -0.66 -9.43 3.84
H 0.83 -9.38 4.76
H 0.13 -8.16 0.00
H -0.58 -8.09 1.43
C -3.51 -1.73 3.29
C -2.69 -3.02 3.38
C -3.39 -4.14 4.17
O -3.39 -3.96 5.58
C -4.35 -3.05 6.07
N -1.37 -2.70 3.94
H -3.46 -1.13 4.20
H -3.12 -1.10 2.48
H -4.56 -1.94 3.07
H -2.55 -3.38 2.36
H -2.83 -5.06 4.00
H -4.41 -4.31 3.81
H -5.28 -3.09 5.49
H -3.95 -2.03 6.07
H -4.57 -3.31 7.10
H -0.79 -3.53 3.89
H -1.49 -2.54 4.93
C -4.86 7.15 2.83
C -4.96 5.64 3.03
C -3.92 4.84 2.23
O -4.18 4.73 0.84
C -3.84 5.89 0.10
N -6.33 5.21 2.71
H -5.30 7.48 1.89
H -5.40 7.67 3.63
H -3.82 7.48 2.86
H -4.78 5.44 4.09
H -3.94 3.81 2.61
H -2.90 5.21 2.41
H -2.94 6.38 0.48
H -4.68 6.59 0.08
H -3.65 5.58 -0.94
H -6.43 4.23 2.96
H -6.43 5.22 1.70
C -2.66 12.03 -1.60
C -2.83 11.39 -0.23
C -2.39 9.92 -0.17
O -3.28 9.00 -0.78
C -3.22 8.95 -2.19
N -4.22 11.56 0.20
H -3.45 11.76 -2.30
H -2.69 13.12 -1.52
H -1.70 11.76 -2.05
H -2.19 11.94 0.46
H -2.34 9.62 0.88
H -1.38 9.78 -0.58
H -2.19 9.08 -2.56
H -3.88 9.70 -2.63
H -3.58 7.97 -2.51
H -4.30 11.24 1.17
H -4.78 10.89 -0.32

Atomic partial charges in e from the Mulliken method, atoms 1 to 8: -1.21, -0.38, -0.48, 0.21, -1.06, 0.82, -1.01, -0.48

***

4.
ORCA calculation (ωB97M-V/def2-TZVPD) on 2 unconnected molecules or ions with the total composition C4H11N3.

Summary:
- frontier orbital gap (eV) = 6.95
- largest force on an atom (Eh/bohr) = 0.0180
- relative energy (zero: lowest compared OMol25 entry of this formula, charge and spin) (kcal per mole) = 115.6
- LUMO level (eV) = 0.414
- electronic energy (eV) = -8792.6059

Element x y z (Å)
C 1.64 -0.17 0.32
N 0.66 0.58 -0.53
N 2.37 -1.11 -0.48
C 2.48 0.77 1.06
N 3.16 1.49 1.65
H 0.96 -0.69 1.02
H 1.11 1.16 -1.24
H 2.24 -2.06 -0.18
H 3.36 -0.90 -0.58
H -0.18 -0.14 -0.77
C -1.73 -0.37 0.31
C -2.86 0.35 -0.42
H -3.87 0.11 -0.05
H -2.76 1.44 -0.34
H -1.86 -1.46 0.23
H -1.79 -0.17 1.39
H -0.05 1.04 0.11
H -2.87 0.12 -1.49

Atomic partial charges in e from the Mulliken method, atoms 1 to 8: 0.17, -0.54, -0.56, 0.16, -0.38, 0.20, 0.35, 0.25

***

Among the records above, which one has the lowest frontier orbital gap?
C25H18CaCl7N2O4PS2

***

The lowest electronic energy belongs to which entry?
C25H18CaCl7N2O4PS2